# 1
Computed, not measured: a structure of composition C18H37N6PPtS3 at a distorted geometry, with ωB97M-V with the def2-TZVPD basis set.

The HOMO energy is -12.966 eV. The value obtained for the LUMO energy is -0.244 Ha. The energy relative to the best compared isomer or geometry (same formula, charge and spin) comes out at 192.9 kJ/mol. The value obtained for the frontier orbital gap is 6.34 eV.

```
! RIJCOSX wB97M-V def2-TZVPD def2/J DEFGRID3
* xyz 2 1
Pt -0.2850 -0.0827 -0.6632
C 1.1027 -0.4504 5.1800
C 1.9201 -1.3813 4.2874
S 1.3816 -1.3972 2.5491
C 2.7493 -0.6111 1.6475
C 2.9311 0.8781 1.9013
S 1.5513 1.8861 1.2738
C 1.0182 2.7961 2.7532
C 0.3293 1.9604 3.8325
S 1.5343 1.3014 5.0376
H 1.2957 -0.7042 6.2225
H 0.0357 -0.5627 4.9907
H 1.7937 -2.4058 4.6412
H 2.9810 -1.1346 4.3222
H 2.5088 -0.7825 0.5946
H 3.6711 -1.1425 1.8875
H 3.8391 1.2195 1.4024
H 3.0206 1.0792 2.9653
H 0.3318 3.5485 2.3625
H 1.8912 3.3080 3.1583
H -0.2306 1.1365 3.3941
H -0.3539 2.5973 4.3942
C -1.7351 0.3868 -3.7837
P -1.4816 -0.7369 -2.4027
C -3.1525 -0.9646 -1.7466
C -1.0397 -2.3206 -3.1679
H -2.4804 -0.0675 -4.4383
H -0.8093 0.5411 -4.3386
H -2.0972 1.3519 -3.4294
H -3.7404 -1.5640 -2.4431
H -3.6217 0.0146 -1.6423
H -3.1274 -1.4497 -0.7726
H -1.9211 -2.9579 -3.2144
H -0.2579 -2.8353 -2.6188
H -0.6692 -2.1351 -4.1759
C 0.9966 2.5738 -2.4226
C -0.2525 2.7443 -1.6377
N -0.8629 1.8200 -0.8987
C -2.0148 2.3863 -0.3689
C -2.0876 3.6678 -0.7874
N -0.9752 3.8714 -1.5769
H 1.3797 1.5674 -2.2744
H 1.7575 3.2866 -2.1042
H 0.8108 2.7274 -3.4869
H -2.6855 1.8346 0.2664
H -2.8146 4.4384 -0.6013
H -0.7328 4.7400 -2.0283
C 2.0667 -5.3434 1.7951
C 0.8696 -6.1540 1.2986
C -0.2303 -6.2162 2.3557
C 0.3480 -5.6050 -0.0341
N 0.0694 -4.1569 0.0113
C 0.8114 -3.1484 -0.4134
N 0.1747 -2.0279 -0.1279
N -0.9809 -2.3978 0.4825
N -1.0620 -3.6626 0.5579
H 2.5325 -5.8470 2.6409
H 1.7596 -4.3491 2.1302
H 2.8302 -5.2341 1.0188
H 1.2013 -7.1720 1.0805
H -0.6208 -5.2240 2.5878
H 0.1652 -6.6445 3.2761
H -1.0626 -6.8413 2.0285
H -0.5907 -6.0869 -0.3022
H 1.0767 -5.7657 -0.8269
H 1.7683 -3.2379 -0.9009
*
```


# 2
Computed, not measured: a cluster of 2 separate species, C35H57N2O6S in total at a distorted geometry, with ωB97M-V with the def2-TZVPD basis set.

The HOMO energy is -11.174 eV. The value obtained for the LUMO energy is -0.157 Ha. The value obtained for the frontier orbital gap is 6.89 eV.

```
! RIJCOSX wB97M-V def2-TZVPD def2/J DEFGRID3
* xyz 1 1
C -2.2326 -0.4397 4.0595
C -2.8460 -1.1485 2.9823
C -3.4991 -1.5138 1.5178
N -2.7295 -0.9906 0.3264
C -1.6322 -1.7277 -0.1110
C -0.9721 -3.1215 0.4371
C -0.2349 -3.0265 1.8961
O -0.8229 -3.7062 2.9197
O 0.9708 -2.2533 2.2296
C -0.9714 -1.0223 -1.4431
C -0.0987 -1.9188 -2.5018
C 1.4668 -2.1647 -2.0859
C 2.5068 -1.2755 -3.0478
C 2.9449 -2.1721 -4.3476
C 4.3873 -1.7767 -5.0166
C 5.0263 -0.3544 -4.5126
C 6.0142 -0.6766 -3.2265
C 6.1144 0.5471 -2.1338
C 6.2850 2.0391 -2.8083
C 6.6950 3.1122 -1.5959
O 5.5072 3.9647 -1.2979
C 5.8696 5.0997 -0.4340
C -2.3934 -0.3186 -1.9732
C -3.2546 -1.3128 -2.9425
C -4.3171 -2.3004 -2.1819
C -2.9893 0.2420 -0.5669
O -4.3971 0.5555 -0.3715
C -5.0530 1.1840 -1.5117
C -4.3026 2.4813 -2.1664
C -5.0128 2.7337 -3.6595
C -6.4874 3.4413 -3.5510
C -2.2189 1.4238 0.2734
C -0.8766 2.2352 -0.1607
C -0.2840 3.3676 0.8060
N -0.7531 3.9147 2.1089
C -2.0025 3.1754 2.4403
C -2.7782 1.9876 1.6952
H -1.7625 0.0608 5.0140
H -4.6280 -1.1777 1.5631
H -3.5307 -2.7062 1.4666
H -0.2016 -3.6287 -0.3018
H -1.8695 -3.9013 0.5337
H 1.1156 -2.3957 3.2313
H -0.1546 -0.3293 -0.9727
H -0.1762 -1.4064 -3.5770
H -0.6328 -2.9744 -2.5956
H 1.6925 -1.8894 -0.9709
H 1.7029 -3.3252 -2.2357
H 3.3822 -0.9556 -2.3408
H 1.9794 -0.2823 -3.4454
H 3.0319 -3.3011 -3.9752
H 2.1243 -2.1906 -5.2071
H 4.2844 -1.7266 -6.2039
H 5.2064 -2.6173 -4.8196
H 4.2516 0.5021 -4.3219
H 5.7443 0.0309 -5.3769
H 5.6814 -1.6678 -2.6538
H 7.0925 -0.8594 -3.6467
H 7.0922 0.3279 -1.4851
H 5.2156 0.4830 -1.3615
H 7.1647 2.0154 -3.5852
H 5.2665 2.3986 -3.3074
H 7.6232 3.7594 -1.9501
H 6.9385 2.5028 -0.6000
H 5.4091 6.0853 -0.9233
H 7.0257 5.2656 -0.3558
H 5.3946 4.9554 0.6475
H -1.9763 0.5210 -2.6958
H -2.6234 -1.9822 -3.6709
H -3.9089 -0.6076 -3.6501
H -3.7279 -3.3131 -1.9552
H -4.7187 -1.9121 -1.1543
H -5.2074 -2.6075 -2.8873
H -6.1058 1.5846 -1.1126
H -5.3498 0.4341 -2.3918
H -3.1614 2.3474 -2.3879
H -4.4925 3.4972 -1.5699
H -4.2449 3.3311 -4.3300
H -5.1733 1.6901 -4.2066
H -6.8230 3.6877 -4.6700
H -6.4396 4.4055 -2.8878
H -7.3285 2.7389 -3.0975
H -0.3458 1.9847 -1.1827
H 0.7255 3.8806 0.4201
H -2.5108 3.5482 3.4571
H -3.7515 1.5208 2.1681
C -0.0147 -2.3240 9.1319
C -0.1359 -2.8210 7.6922
C -1.0057 -1.8202 6.9332
S -0.7802 -0.2452 7.7457
O -2.0368 0.1459 8.3492
O -0.0302 0.6376 6.8748
C 0.3024 -0.8394 9.0305
H 0.7604 -2.8636 9.6840
H -0.9674 -2.4698 9.6548
H 0.8607 -2.8639 7.2361
H -0.5613 -3.8283 7.6463
H -0.7021 -1.7358 5.8867
H -2.0651 -2.0842 6.9937
H 0.1152 -0.2957 9.9581
H 1.3331 -0.6785 8.7006
*
```


# 3
Computed, not measured: a structure of composition C39H37IrN2Sb2 at a distorted geometry, with ωB97M-V with the def2-TZVPD basis set.

The HOMO energy (alpha / beta) is -13.712 / -13.747 eV. The value obtained for the LUMO energy (alpha / beta) is -0.302 / -0.303 Ha. The value obtained for the frontier orbital gap (alpha / beta) is 5.48 / 5.50 eV.

```
! RIJCOSX wB97M-V def2-TZVPD def2/J DEFGRID3
* xyz 2 1
Ir -0.3813 -0.0576 -0.7617
C -2.3308 1.1835 1.2513
N -1.5693 0.0007 0.8658
C -1.6750 -1.1240 1.5253
C -0.9704 -2.2197 1.0439
C -0.8396 -3.5532 1.4364
C -0.0012 -4.1433 0.4992
C 0.3479 -3.1494 -0.4249
N -0.2238 -1.9804 -0.1024
C -3.2887 1.6187 0.1710
C -3.0382 1.3574 -1.1574
C -3.8797 1.7710 -2.1747
C -5.0253 2.4773 -1.8396
C -5.3095 2.7387 -0.5049
C -4.4496 2.3106 0.4960
H -1.6221 1.9888 1.4683
H -2.8842 0.9742 2.1686
H -2.3239 -1.2024 2.3927
H -1.3143 -4.0182 2.2851
H 0.3176 -5.1714 0.4610
H 0.9587 -3.2579 -1.3024
H -2.1362 0.7778 -1.4302
H -3.6585 1.5325 -3.2067
H -5.6964 2.8160 -2.6169
H -6.2121 3.2722 -0.2399
H -4.6859 2.5101 1.5344
C 2.1506 3.3323 -1.1009
C 3.1943 2.4510 -0.4618
C 3.5051 1.1960 -1.2654
Sb 2.0379 -0.4014 -1.0712
C 3.1335 -1.3870 0.4529
C 3.5929 -0.6533 1.5433
C 4.4351 -1.2527 2.4698
C 4.8115 -2.5771 2.3085
C 4.3484 -3.3093 1.2247
C 3.4968 -2.7229 0.2990
C 2.5544 -1.5699 -2.7545
C 3.9217 -1.7155 -2.9838
C 4.3487 -2.4526 -4.0788
C 3.4217 -3.0377 -4.9317
C 2.0630 -2.9086 -4.6844
C 1.6230 -2.1758 -3.5898
Sb 0.3727 2.3204 -1.5769
C 0.4843 1.9005 -3.6477
C -0.0423 0.7071 -4.1318
C -0.1402 0.4802 -5.4973
C 0.3034 1.4468 -6.3874
C 0.8338 2.6407 -5.9147
C 0.9188 2.8709 -4.5505
C -0.9637 3.9541 -1.6235
C -1.0152 4.8223 -0.5352
C -1.8176 5.9523 -0.5979
C -2.5622 6.2099 -1.7410
C -2.5268 5.3290 -2.8130
C -1.7351 4.1897 -2.7556
H 2.4425 3.7622 -2.0610
H 1.8986 4.1570 -0.4347
H 2.8788 2.1475 0.5411
H 4.0899 3.0615 -0.3182
H 4.3876 0.6978 -0.8649
H 3.6598 1.3899 -2.3276
H 3.3085 0.3827 1.6791
H 4.7950 -0.6841 3.3165
H 5.4675 -3.0428 3.0313
H 4.6562 -4.3378 1.0915
H 3.1567 -3.3026 -0.5486
H 4.6558 -1.2781 -2.3179
H 5.4083 -2.5745 -4.2591
H 3.7622 -3.6015 -5.7894
H 1.3424 -3.3810 -5.3387
H 0.5601 -2.0898 -3.3950
H -0.4118 -0.0557 -3.4477
H -0.5664 -0.4435 -5.8658
H 0.2288 1.2739 -7.4525
H 1.1596 3.4026 -6.6099
H 1.3085 3.8192 -4.1970
H -0.4356 4.6329 0.3623
H -1.8602 6.6304 0.2438
H -3.1751 7.0994 -1.7951
H -3.1133 5.5287 -3.6999
H -1.7211 3.5036 -3.5932
*
```


# 4
Computed, not measured: a structure of composition C12H36ClI2MnN3OP3 at a distorted geometry, with ωB97M-V with the def2-TZVPD basis set.

The HOMO energy (alpha / beta) is -14.341 / -14.340 eV. The value obtained for the LUMO energy (alpha / beta) is -0.317 / -0.257 Ha. Its expectation value of S² is 6.1922. The energy relative to the best compared isomer or geometry (same formula, charge and spin) comes out at 0.0 kJ/mol. The value obtained for the frontier orbital gap (alpha / beta) is 5.71 / 7.36 eV.

```
! RIJCOSX wB97M-V def2-TZVPD def2/J DEFGRID3
* xyz 2 5
I 2.2534 -2.8815 -3.3768
I -0.3103 -3.6493 -2.7049
Mn -0.1050 -0.0615 -0.0424
P 0.5302 -1.5869 1.7806
C -0.9153 -2.3696 2.5372
C 1.6277 -2.8922 1.1734
H 1.9251 -3.5604 1.9932
H 1.7002 -1.4683 3.9150
H 2.5189 -2.4294 0.7288
H 2.2672 -0.2233 2.7537
H -1.4596 -2.9248 1.7595
H 1.1226 -3.4626 0.3799
C 1.3865 -0.7456 3.1494
H -0.6216 -3.0648 3.3368
H 0.7253 -0.0008 3.6144
H -1.5894 -1.5968 2.9432
P -0.1993 1.6048 -1.8609
C -1.8929 1.9321 -2.4202
C 0.5008 3.2222 -1.3923
H 1.7748 0.8333 -3.0090
H 0.7020 1.7749 -4.1028
H 0.3188 0.0717 -3.6594
C 0.7333 1.0246 -3.3008
H 1.5370 3.0807 -1.0610
H 0.4813 3.9056 -2.2503
H -1.9173 2.6473 -3.2535
H -2.5083 2.3242 -1.5998
H -0.0571 3.6789 -0.5618
H -2.3423 0.9815 -2.7428
Cl 2.1455 0.3660 -0.1270
C -2.5615 1.2454 4.3326
N -2.7893 0.4804 3.1013
C -3.8383 -0.5381 3.2984
P -2.6508 1.1435 1.5964
O -2.0292 0.2680 0.5361
N -4.1860 1.5614 1.1530
C -4.5880 1.5498 -0.2352
C -5.1232 2.2890 1.9981
N -1.8150 2.5776 1.8344
C -0.3742 2.4436 1.9760
C -2.2183 3.7827 1.1189
H -2.5401 0.5191 5.1614
H -3.3441 1.9975 4.5484
H -1.5983 1.7661 4.3082
H -4.8333 -0.1060 3.4660
H -3.8853 -1.2060 2.4277
H -3.5483 -1.1174 4.1807
H -4.0502 0.7668 -0.7844
H -5.6515 1.3211 -0.2396
H -4.4179 2.5211 -0.7249
H -6.1136 1.8869 1.7637
H -4.9590 2.1519 3.0649
H -5.1292 3.3677 1.7944
H 0.0913 1.9231 1.1056
H 0.0095 3.4662 2.0416
H -0.1054 1.8820 2.8697
H -2.2208 3.6497 0.0226
H -3.2093 4.1239 1.4115
H -1.4878 4.5545 1.3743
*
```


# 5
Computed, not measured: a cluster of 12 separate species, C30H87N3O21 in total at a distorted geometry, with ωB97M-V with the def2-TZVPD basis set.

The HOMO energy is -9.638 eV. The value obtained for the LUMO energy is 0.001 Ha. As for the SMILES: COC[C@H](C)N.COC[C@H](C)N.COC[C@H](C)N.OCCO.OCCO.OCCO.OCCO.OCCO.OCCO.OCCO.OCCO.OCCO. The energy relative to the best compared isomer or geometry (same formula, charge and spin) comes out at 0.0 kJ/mol. The value obtained for the frontier orbital gap is 9.66 eV.

```
! RIJCOSX wB97M-V def2-TZVPD def2/J DEFGRID3
* xyz 0 1
C 2.0817 2.9128 -1.6401
C 1.9673 4.3961 -1.3516
C 2.2573 5.2265 -2.5887
O 3.5927 5.0615 -2.9657
C 3.8979 5.7628 -4.1493
N 0.6015 4.6913 -0.9077
H 3.1085 2.6722 -1.9358
H 1.5471 2.6148 -2.5490
H 1.7913 2.2806 -0.8024
H 2.7137 4.6401 -0.5845
H 2.0543 6.2877 -2.3588
H 1.5383 4.9631 -3.3784
H 3.3493 5.3404 -5.0026
H 4.9564 5.6671 -4.3725
H 3.5962 6.8118 -4.0540
H 0.4631 5.6499 -0.6068
H 0.3977 4.1259 -0.0867
C -1.6267 -3.2615 -5.8281
C -1.2224 -3.3985 -4.3613
C -2.1745 -2.6139 -3.4835
O -2.1538 -1.2591 -3.8922
C -3.1930 -0.5161 -3.2813
N -1.1808 -4.8148 -3.9559
H -2.6643 -3.5875 -5.9336
H -0.9557 -3.8243 -6.4806
H -1.5869 -2.2423 -6.2193
H -0.2116 -3.0056 -4.2075
H -1.9083 -2.6724 -2.4185
H -3.1985 -3.0040 -3.5869
H -4.2182 -0.7585 -3.5793
H -3.0539 0.4958 -3.6695
H -3.1008 -0.5460 -2.1929
H -2.1314 -5.1536 -3.8502
H -0.7465 -5.3321 -4.7099
C 2.2625 5.6465 3.4954
C 3.5427 4.8683 3.1785
C 3.1931 3.6936 2.2750
O 2.4792 2.7254 3.0223
C 1.8049 1.8005 2.1770
N 4.5407 5.6725 2.5031
H 1.4697 5.0271 3.9136
H 1.8673 6.1976 2.6363
H 2.4789 6.4349 4.2260
H 3.9429 4.4633 4.1083
H 4.1170 3.2105 1.9295
H 2.6255 4.0466 1.4022
H 2.5090 1.2963 1.5126
H 1.0414 2.3591 1.6170
H 1.2608 1.1509 2.8590
H 4.2284 5.9776 1.5853
H 4.7389 6.5540 2.9639
C -0.8273 1.5701 4.7461
C -0.9657 3.0644 4.5427
O -2.0446 3.3379 3.6634
O -1.9384 1.0711 5.5081
H 0.0618 1.3945 5.3452
H -0.8682 1.0587 3.7794
H 0.0070 3.4390 4.2031
H -1.1806 3.5284 5.5107
H -1.9958 4.2378 3.3311
H -2.7304 1.4399 5.0953
C -1.2646 -4.1296 1.9041
C -1.5914 -5.1445 0.8364
O -0.5969 -6.1504 0.8072
O -2.1740 -3.0264 1.8647
H -0.2441 -3.7686 1.7805
H -1.3621 -4.6120 2.8807
H -1.5946 -4.6456 -0.1479
H -2.5872 -5.5733 0.9530
H 0.1947 -5.7192 0.4461
H -2.1745 -2.5851 2.7194
C -2.7101 3.5916 -1.9843
C -2.7917 5.1217 -1.9589
O -3.8534 5.6263 -2.7505
O -1.4298 3.0715 -2.3207
H -3.4400 3.1736 -2.6810
H -3.0144 3.1684 -1.0176
H -1.8429 5.5853 -2.2447
H -2.9920 5.4292 -0.9315
H -3.7639 5.3002 -3.6507
H -0.7512 3.5104 -1.7753
C 2.1914 -3.0407 3.0556
C 2.3704 -4.3972 3.6797
O 2.5880 -4.3345 5.0878
O 0.9751 -2.4385 3.4747
H 2.2125 -3.2047 1.9695
H 3.0294 -2.3786 3.3033
H 3.2839 -4.8411 3.2780
H 1.5290 -5.0489 3.4232
H 1.8515 -3.8368 5.4594
H 0.7086 -1.8820 2.7263
C 5.0051 -1.3849 0.3580
C 5.1082 -2.8042 0.8682
O 4.2039 -3.6903 0.2236
O 5.7695 -1.1989 -0.8396
H 5.3038 -0.6747 1.1328
H 3.9620 -1.1574 0.1168
H 4.8165 -2.7845 1.9214
H 6.1326 -3.1798 0.8214
H 4.1505 -3.4858 -0.7237
H 5.1706 -0.9652 -1.5513
C 0.7151 -1.1279 -0.1954
C -0.4062 -0.4811 -0.9438
O -0.3644 0.9070 -0.6347
O 0.4975 -0.9344 1.2019
H 1.6695 -0.6300 -0.4294
H 0.9279 -2.1655 -0.4585
H -1.3654 -0.8861 -0.5893
H -0.3965 -0.6635 -2.0241
H -0.8499 1.3841 -1.3188
H 0.1666 -0.0296 1.2727
C -5.9247 -2.3662 -1.1386
C -4.6018 -2.7940 -0.5566
O -4.6729 -2.5302 0.8244
O -6.0316 -2.4644 -2.5489
H -6.1885 -1.3523 -0.8209
H -6.7287 -2.9298 -0.6443
H -3.7890 -2.2649 -1.0702
H -4.3878 -3.8579 -0.7356
H -3.7870 -2.6583 1.2059
H -6.5043 -3.2696 -2.7694
C -3.3842 0.7182 1.3946
C -4.6532 0.6351 2.2112
O -4.3620 1.0049 3.5536
O -2.8917 2.0522 1.2741
H -3.5291 0.2866 0.4043
H -2.6192 0.1164 1.9072
H -4.9901 -0.4055 2.1663
H -5.4298 1.2633 1.7631
H -4.9412 0.5382 4.1596
H -2.7754 2.3421 2.1919
C 1.9752 -4.4761 -2.5511
C 1.7377 -5.5186 -1.4923
O 1.8005 -5.0661 -0.1469
O 3.2801 -3.8978 -2.4330
H 1.1733 -3.7291 -2.5424
H 1.9231 -4.9113 -3.5546
H 2.3186 -6.4336 -1.6577
H 0.7143 -5.8782 -1.6530
H 2.5634 -4.4648 -0.0443
H 3.5257 -3.4333 -3.2363
*
```


# 6
Computed, not measured: a structure of composition C3H3Cl3O3S at a distorted geometry, with ωB97M-V with the def2-TZVPD basis set.

The HOMO energy is -11.346 eV. The value obtained for the LUMO energy is -0.029 Ha. The energy relative to the best compared isomer or geometry (same formula, charge and spin) comes out at 15.5 kJ/mol. The value obtained for the frontier orbital gap is 10.56 eV.

```
! RIJCOSX wB97M-V def2-TZVPD def2/J DEFGRID3
* xyz 0 1
C -0.5231 -0.9636 -1.1024
C 1.5965 0.0486 -0.0320
C 0.1682 -0.5075 0.1370
O -1.0443 -2.0311 -1.2957
O -2.3451 0.1275 0.5690
O -0.7319 1.0564 2.2446
S -1.1058 0.7142 0.8979
Cl -0.6960 0.3141 -2.3858
Cl -0.0387 -1.7675 1.3050
Cl -0.9290 2.5250 -0.0296
H 1.3458 0.9010 -0.5876
H 2.1436 -0.6508 -0.5997
H 2.1598 0.2338 0.8793
*
```


# 7
Computed, not measured: a structure of composition C4H6OS3 at a distorted geometry, with ωB97M-V with the def2-TZVPD basis set.

The HOMO energy is -8.901 eV. The value obtained for the LUMO energy is -0.025 Ha. The energy relative to the best compared isomer or geometry (same formula, charge and spin) comes out at 423.2 kJ/mol. The value obtained for the frontier orbital gap is 8.22 eV.

```
! RIJCOSX wB97M-V def2-TZVPD def2/J DEFGRID3
* xyz 0 1
C -1.7636 -1.0981 -0.7215
C -0.7497 0.9157 -0.1789
C 0.0546 0.0442 0.8080
C 2.5457 0.5015 0.1200
H -1.5530 -1.2214 0.5487
H -3.0196 -1.5046 -1.1012
H -0.9625 -1.6895 -1.5117
H 0.4272 0.8636 1.5678
H -0.4105 -0.7503 1.3843
H 2.1570 1.2016 1.1622
O -1.5968 0.2774 -0.9914
S -0.5665 2.5111 -0.2598
S 1.4769 -0.8177 -0.0891
S 3.9608 0.7666 -0.7373
*
```